{"formula": "C36H55Br2F5IN3O15P", "method": "ωB97M-V/def2-TZVPD", "elements": ["H", "H", "H", "O", "H", "N", "O", "C", "H", "H", "C", "H", "I", "H", "H", "H", "H", "O", "H", "C", "F", "O", "P", "H", "O", "H", "O", "H", "H", "H", "C", "H", "C", "C", "C", "H", "O", "C", "H", "O", "H", "H", "C", "H", "C", "H", "H", "H", "C", "C", "H", "Br", "C", "N", "H", "C", "C", "C", "H", "F", "H", "H", "H", "C", "H", "C", "H", "H", "Br", "H", "H", "C", "H", "H", "C", "C", "C", "C", "H", "C", "O", "F", "O", "C", "C", "O", "H", "C", "C", "O", "O", "C", "H", "H", "H", "H", "C", "F", "H", "C", "H", "H", "H", "O", "F", "H", "H", "C", "H", "H", "C", "O", "C", "H", "H", "C", "N", "C"], "coordinates": [[2.504509, 1.041342, -0.408655], [2.030613, 0.728470, -2.507129], [0.341000, 0.395670, -0.300355], [6.566321, -0.620248, -4.082987], [6.010744, 0.058751, 3.415211], [-0.727853, -0.948822, -1.418716], [6.896333, 0.663572, 1.652914], [-4.519923, -2.544454, 0.084886], [-7.685220, 2.675951, 6.161763], [4.650245, 0.707452, -0.197368], [-6.726033, 2.180541, 6.043029], [-3.132212, -0.897269, -2.943574], [-1.349053, -0.781903, 1.585303], [4.561027, 1.569855, 1.946256], [4.037783, -0.847102, -5.535222], [7.964869, 3.619559, -4.400507], [-5.824961, 3.696044, 7.284635], [3.531318, -4.761603, 2.962206], [-4.780070, 5.896925, 2.201082], [-2.457031, -1.690560, -3.238840], [-1.199455, -5.033603, -1.201340], [-2.161354, -2.604200, -0.670407], [-1.951859, 0.740397, -0.978946], [4.542157, -0.957256, 0.320743], [-3.705567, 3.051410, 0.932415], [-5.265472, -3.335098, 0.259595], [-3.415109, 0.171396, -0.858516], [7.413483, 0.052192, 1.120019], [-3.611045, 3.218654, 6.477839], [0.104833, -6.116952, -0.157464], [-5.661082, 2.647281, 7.036064], [3.937533, -0.004633, -2.183698], [-4.805116, 3.835285, 1.468985], [-6.114374, 2.535417, 4.703508], [8.129178, 2.552190, -4.275383], [4.634003, -1.553954, -2.614138], [1.597034, -1.784847, 2.729404], [-0.662675, -5.352933, -0.001955], [0.402720, 2.443085, -0.816577], [2.995901, -0.995709, -3.767174], [-5.378181, 3.211138, 2.146963], [-0.648612, -0.621206, -3.487753], [2.785302, -1.765772, -1.513548], [-6.027356, 1.176642, 0.962870], [7.074113, 0.454088, -3.906909], [5.937060, -1.119524, 2.106104], [3.456218, -2.350304, -0.877023], [-2.025922, 5.593101, 1.831943], [0.010428, -4.132107, 0.727567], [4.119964, 0.034470, 0.483076], [0.576962, -3.209729, -1.041660], [0.020190, -2.938994, -3.495186], [-1.021889, -1.398239, -2.830778], [3.158465, -2.950075, 1.600504], [-4.649061, -2.192957, -0.950252], [-6.011145, -0.975977, 1.029163], [-2.615341, 3.821379, 0.774966], [0.974995, 0.780213, -2.252246], [0.461640, 0.683551, -3.203285], [-0.590944, -3.910446, 1.915116], [-5.055354, 0.472957, 2.281204], [-2.589268, -2.845862, -5.103453], [-3.068704, 5.862296, 0.421568], [1.981720, -2.209437, 1.687113], [-3.240055, -4.213555, -0.049067], [0.607590, -0.235110, -1.163302], [-2.802714, -2.624408, -2.800936], [3.746882, 0.144295, 2.630880], [-2.202725, 1.775234, -2.982048], [-2.841529, -3.166799, 1.272653], [-6.394470, -0.888035, 0.000614], [0.247490, -2.827652, -0.069526], [-5.441497, 4.135964, 0.633762], [-1.807485, -1.247218, -5.307919], [2.606019, 0.135242, 0.199125], [-3.138860, -3.160910, 0.224248], [8.194149, 2.129853, -2.813658], [3.578105, -3.615122, 2.776896], [7.111781, 1.383856, -5.842220], [0.791018, 2.238872, -1.836276], [1.075015, 3.125730, -2.574409], [4.070642, -2.755758, 3.649668], [7.797963, 0.737048, -2.807415], [5.864468, -0.051816, 2.336203], [-2.885746, 5.218433, 1.283777], [-4.685843, -1.490550, 0.991743], [-3.845684, 4.750547, 3.161072], [-4.385271, 2.503733, 6.213183], [3.568914, -0.241465, -4.749875], [-4.787439, 2.754502, 4.850616], [-1.609839, 3.388092, 0.273132], [6.995804, 1.673354, -4.801684], [7.494282, 2.681487, -2.185706], [3.191840, -3.582973, 0.813670], [-5.632839, 2.081251, 7.963642], [9.060970, 2.291801, -4.778136], [-4.135425, 5.023452, 2.145695], [-1.634991, -5.869747, 0.784429], [-6.835864, 0.496206, 2.386307], [-2.580316, -1.806013, -4.776129], [6.012452, 2.128755, -4.665369], [2.257261, -2.514775, -2.095733], [9.186579, 2.202701, -2.378316], [3.548794, 0.943589, -4.746165], [1.261055, -4.630029, 1.017354], [-3.538411, -1.374773, -5.081367], [-6.874024, 1.099448, 6.071726], [3.685945, -1.021957, -2.496945], [2.047574, 0.377175, 1.111051], [-3.969138, 1.495899, 6.264544], [1.847924, -1.000174, -0.545644], [-6.646347, 2.605165, 3.631684], [4.501957, 0.476113, 1.911735], [-4.020479, 0.416950, -1.575664], [-6.667017, -1.695980, 1.539213], [-1.032162, -1.943988, -0.317592], [1.296544, -1.961802, 0.455640], [-5.984269, 0.386367, 1.713862]], "atomic_forces_ev_per_a": [[-0.1, -0.2, 0.1], [-0.1, -0.2, -0.1], [-0.1, -0.2, 0.0], [-0.1, -0.1, 0.1], [0.0, 0.1, -0.1], [-0.2, -0.5, -0.5], [0.0, -0.1, -0.1], [0.1, 0.2, -0.1], [-0.1, -0.1, -0.1], [0.0, -0.2, -0.1], [0.2, 0.2, 0.1], [0.1, 0.0, 0.3], [-0.1, 0.0, -0.2], [-0.2, -0.1, 0.1], [-0.2, 0.0, -0.1], [0.0, 0.0, 0.0], [0.0, 0.0, 0.0], [0.1, -1.6, 0.2], [0.0, 0.0, -0.1], [-0.3, -0.4, -0.6], [0.1, 0.1, 0.2], [0.2, 0.5, -0.1], [0.1, 0.9, 0.3], [-0.2, -0.1, 0.0], [0.1, 0.0, -0.1], [0.1, 0.0, 0.0], [-0.2, -0.1, -0.1], [0.0, 0.1, 0.1], [0.0, 0.0, -0.1], [-0.1, 0.1, 0.0], [-0.1, 0.0, -0.1], [-0.1, 0.0, 0.0], [-0.1, 0.1, 0.0], [0.0, -0.2, 0.1], [-0.1, -0.1, -0.1], [-0.1, 0.0, -0.1], [-0.3, 0.2, 0.7], [0.0, -0.2, 0.1], [0.0, 0.0, 0.0], [0.2, -0.3, 0.1], [0.1, 0.0, -0.1], [-0.1, 0.1, 0.3], [0.4, -0.2, 0.2], [0.1, 0.1, 0.2], [-0.2, 0.1, -0.1], [0.0, 0.0, 0.1], [0.0, 0.2, 0.1], [0.1, 0.1, -0.1], [0.2, 0.1, 0.2], [0.3, 0.2, 0.4], [-0.2, 0.1, -0.1], [0.1, 0.0, 0.2], [0.3, -0.2, -0.2], [0.2, -0.2, -0.3], [-0.1, -0.1, 0.0], [0.0, -0.1, -0.2], [-0.1, 0.0, 0.0], [0.2, 0.1, 0.0], [0.1, -0.1, 0.0], [0.0, 0.0, -0.2], [-0.1, 0.1, 0.0], [0.3, 0.1, 0.0], [0.0, 0.0, 0.0], [0.2, 0.2, -0.4], [0.2, 0.1, -0.2], [0.2, 0.4, 0.4], [0.0, 0.2, 0.1], [0.0, 0.0, 0.0], [-0.1, -0.1, 0.0], [0.3, 0.3, -0.1], [0.0, 0.0, 0.1], [0.1, 0.1, 0.0], [0.1, 0.0, 0.0], [0.0, -0.1, 0.0], [0.1, 0.6, -0.2], [-0.6, -0.9, 0.3], [0.0, 0.0, 0.0], [0.0, 1.6, -0.3], [-0.1, 0.0, 0.0], [-0.2, -0.4, 0.4], [0.2, 0.6, -0.4], [0.1, 0.2, 0.2], [0.0, 0.1, 0.1], [0.1, 0.0, -0.1], [-0.1, -0.1, 0.3], [0.1, -0.1, 0.1], [0.0, 0.0, 0.0], [0.0, 0.0, 0.2], [0.3, -0.4, 0.0], [0.0, 0.0, 0.0], [0.1, -0.1, -0.1], [0.3, 0.1, 0.1], [-0.1, 0.0, 0.0], [-0.1, 0.0, 0.0], [0.0, -0.1, 0.0], [0.0, 0.0, 0.0], [0.1, 0.0, -0.1], [0.1, 0.2, -0.2], [0.1, 0.1, -0.1], [-0.4, 0.2, 0.1], [0.0, 0.0, 0.0], [-0.2, 0.0, 0.0], [0.0, -0.1, 0.0], [0.1, 0.7, 0.1], [-0.3, 0.0, 0.0], [0.1, -0.1, 0.0], [0.0, 0.0, 0.0], [-0.2, 0.1, 0.0], [0.1, -0.3, 0.0], [0.0, 0.0, 0.0], [0.0, -0.4, -0.2], [-0.2, 0.1, 0.2], [0.0, -0.1, -0.1], [0.0, -0.1, 0.1], [0.1, 0.1, 0.0], [0.0, -0.2, 0.7], [0.1, -0.2, -0.6], [-0.2, -0.4, -0.2]], "orbital_gap_ev": 8.678, "total_charge": 1}

=====

{"formula": "C41H61CaCl2N3O5SSi3", "method": "ωB97M-V/def2-TZVPD", "elements": ["H", "H", "C", "C", "H", "H", "H", "H", "H", "H", "H", "C", "H", "C", "H", "C", "O", "H", "C", "H", "O", "H", "H", "C", "H", "H", "C", "C", "H", "H", "Si", "H", "C", "C", "H", "C", "C", "H", "C", "N", "H", "C", "H", "H", "H", "Ca", "C", "C", "C", "C", "C", "H", "H", "H", "H", "H", "H", "H", "H", "C", "C", "C", "H", "Cl", "Si", "C", "H", "H", "H", "O", "C", "H", "H", "S", "C", "H", "C", "H", "H", "O", "N", "C", "Cl", "C", "H", "H", "C", "H", "H", "H", "H", "H", "H", "C", "C", "H", "H", "C", "Si", "C", "H", "N", "H", "H", "H", "H", "C", "H", "H", "C", "O", "C", "C", "C", "C", "C", "H"], "coordinates": [[-2.018304, -3.820154, 2.202949], [-5.318740, -1.095563, 2.565761], [0.387497, -2.490926, 1.107180], [0.786010, -5.120066, 2.178454], [-5.642283, -2.780419, 2.098383], [4.565253, 0.146027, 2.769696], [-3.012617, 3.247769, 1.643478], [-0.501830, 3.028089, -9.374969], [-0.249426, -2.057281, 3.111431], [-5.770377, 1.355500, 4.315649], [-2.320397, -2.018719, 0.496216], [-0.711657, 1.382541, -5.156831], [5.172570, 2.850603, -2.952117], [0.108421, -1.570033, -7.123137], [-3.682996, -4.421178, 2.037733], [0.442679, 0.568178, 4.564141], [-3.836223, 0.889055, 2.492590], [4.934098, -2.001456, 0.933361], [-4.966539, 2.093257, 4.240611], [2.090301, -5.205336, -1.546915], [-2.013206, -1.323871, -2.619954], [-3.081103, -3.880573, 3.620073], [1.198960, 1.080092, 5.165452], [1.209497, -3.292380, -1.098722], [0.181270, -4.260462, 4.053459], [-2.004545, 2.005628, 6.523866], [7.065081, 1.448902, -0.523827], [5.416812, 2.267632, -2.067030], [0.332368, 4.680715, 0.636810], [-1.580596, 3.790257, -8.197081], [-2.346957, 0.203037, 2.810736], [0.780149, -0.455785, 4.415569], [-0.143251, 3.792365, 1.035293], [1.847677, -4.224523, -1.924845], [3.591510, 1.321020, -4.244986], [3.936048, -1.926048, 0.481101], [-0.192903, -0.136557, -6.824907], [-2.608352, 3.159950, 3.371173], [-4.994552, -2.127281, 2.691930], [0.942528, -2.062896, -1.562888], [-0.730477, 2.765744, 5.548873], [2.724061, 0.848939, -3.766454], [-3.903922, 4.244464, 2.818577], [2.839908, 3.725457, -3.037874], [3.267566, -2.620104, 0.995838], [0.139950, -0.249171, 0.117180], [0.845817, -3.573317, 0.326059], [1.262131, -1.743357, -2.818245], [6.732807, 2.212927, -1.640031], [-3.377361, -1.976587, 0.767523], [4.399921, 1.584293, -1.384079], [6.346416, 0.158343, 1.019932], [4.012545, -2.244429, -0.563737], [1.126692, 3.415083, -2.695378], [0.149234, 4.119745, -8.142798], [0.977721, -0.745793, -3.142971], [-6.290521, 1.508653, 1.923536], [-0.626021, -2.223434, -6.643033], [-6.094863, 3.274069, 1.986200], [-5.574108, 2.326902, 1.817529], [-3.423835, 3.275401, 2.652351], [-4.427738, 2.139353, 2.808440], [7.506065, 2.751651, -2.178874], [1.120740, 2.807019, 1.792091], [3.317979, -0.126150, 0.605066], [-0.231489, 0.852303, -7.807571], [-0.870232, 4.024832, 1.801099], [-0.685191, 3.317280, -5.727128], [1.315061, -5.691758, 0.199669], [-1.249879, 0.501197, 1.723340], [2.192206, -3.880530, -3.218848], [-3.765409, -0.991571, 0.508822], [-4.171458, 1.807171, 4.925565], [-1.263572, 1.885285, -3.607730], [-3.533801, -2.273104, 2.258031], [-0.366212, -0.767349, 6.818669], [2.137122, 3.324551, -2.294618], [-1.214445, -1.495767, 5.436098], [0.106518, -1.764056, -8.199736], [-2.736311, -1.392610, 3.053335], [-0.552416, 0.137204, -5.515281], [-3.047720, -3.689388, 2.544479], [-0.970786, 2.989051, -0.295629], [-1.170115, -0.622267, 6.090196], [-5.184778, 2.315283, 0.797474], [0.928665, -6.118135, 2.577435], [3.517978, 0.276079, 2.465562], [-2.123043, -0.545713, 6.620904], [2.693097, -4.601241, -3.855041], [1.822606, 1.109124, -4.330988], [-0.160231, 0.596189, -8.859955], [-0.294035, 1.806907, 6.975198], [-5.096064, -2.397964, 3.746442], [-1.529117, -0.520090, -1.995264], [0.367253, -4.079043, 2.997840], [2.125848, -2.292847, -4.696246], [8.098495, 1.387361, -0.196837], [4.732879, 0.827196, -0.248635], [2.585270, 1.500744, -1.977439], [-0.924608, 0.633325, 5.255862], [2.233243, 3.925054, -1.389072], [-0.382835, 2.414380, -6.054418], [0.397273, 1.048565, 3.586757], [-5.361329, 3.070848, 4.536910], [1.090425, -1.868325, -6.734773], [3.226425, 1.301375, 2.709083], [-0.398249, 2.163095, -7.434081], [2.898685, -0.396523, 3.067303], [2.865413, -0.232908, -3.838697], [-0.592036, 3.331505, -8.331368], [-2.007337, 0.763512, 4.338108], [0.152149, -2.818481, 2.453158], [1.013562, -4.866604, 0.834841], [6.074378, 0.760893, 0.156017], [1.892333, -2.612210, -3.689691], [-0.990612, 1.881135, 6.135772], [-3.906200, -2.727720, 0.174454]], "atomic_forces_ev_per_a": [[-0.3, 0.0, 0.0], [0.0, 0.0, 0.0], [0.0, -0.4, 0.2], [0.0, 0.0, 0.0], [0.0, 0.0, 0.0], [0.0, 0.0, 0.0], [0.0, 0.0, 0.0], [0.0, 0.0, 0.0], [0.0, 0.1, 0.1], [0.0, 0.0, 0.0], [0.0, -0.1, 0.0], [0.1, -0.2, 0.1], [0.0, 0.0, 0.0], [0.0, 0.0, 0.0], [0.0, 0.0, 0.0], [0.0, 0.1, -0.1], [-0.1, 0.2, 0.0], [0.0, 0.0, 0.0], [-0.1, 0.0, 0.0], [0.0, 0.0, 0.0], [-0.2, 0.2, -0.1], [0.0, 0.0, 0.0], [0.0, -0.1, 0.0], [0.1, -0.1, 0.1], [0.0, 0.0, 0.0], [0.0, 0.0, 0.0], [0.1, 0.0, 0.0], [-0.1, 0.0, 0.0], [0.0, 0.0, 0.0], [0.0, 0.0, 0.0], [-0.2, 0.0, 0.1], [0.0, -0.1, -0.1], [0.0, 0.0, 0.0], [0.0, 0.1, 0.0], [-0.1, 0.1, 0.0], [0.0, -0.1, 0.0], [-0.1, 0.0, 0.0], [0.0, 0.0, 0.0], [0.0, 0.0, 0.0], [-0.1, 0.0, -0.1], [0.0, 0.0, 0.0], [0.2, -0.1, -0.1], [0.0, 0.0, 0.0], [0.0, 0.0, 0.0], [0.0, 0.0, 0.0], [0.3, 0.5, 0.1], [0.0, 0.1, -0.2], [-0.3, 0.0, 0.1], [0.0, 0.0, 0.0], [0.1, 0.0, 0.0], [0.1, -0.2, 0.1], [0.0, 0.0, 0.0], [0.0, 0.0, 0.0], [0.0, 0.0, 0.0], [0.0, 0.0, 0.0], [0.0, -0.2, 0.0], [0.0, 0.0, 0.0], [0.0, 0.0, 0.0], [0.0, 0.0, 0.0], [0.0, 0.0, 0.0], [0.1, 0.0, 0.0], [0.1, -0.2, 0.0], [0.0, 0.0, 0.0], [0.1, 0.1, -0.2], [-0.1, 0.0, -0.1], [0.0, 0.0, 0.0], [-0.1, 0.0, 0.0], [0.0, 0.1, 0.0], [0.0, 0.0, 0.0], [0.0, -0.2, 0.0], [0.0, 0.0, 0.0], [0.0, 0.1, 0.0], [0.1, 0.0, 0.0], [0.1, 0.2, -0.2], [0.1, 0.1, 0.0], [0.0, 0.0, 0.0], [0.1, 0.0, 0.0], [0.0, 0.0, 0.0], [0.0, 0.0, 0.0], [-0.1, -0.1, -0.1], [0.1, 0.1, 0.0], [0.1, -0.1, 0.0], [0.1, 0.0, -0.1], [0.0, 0.0, 0.0], [0.0, 0.0, 0.0], [0.0, 0.0, 0.0], [0.1, 0.0, 0.1], [0.0, 0.0, 0.0], [0.0, 0.0, 0.0], [0.1, 0.0, 0.0], [0.0, 0.0, 0.0], [0.0, 0.0, 0.0], [0.0, 0.0, 0.0], [-0.1, -0.4, 0.1], [0.1, 0.0, 0.0], [0.0, 0.0, 0.0], [0.0, 0.0, 0.0], [0.1, 0.1, -0.1], [-0.1, 0.1, 0.1], [-0.1, 0.0, -0.1], [-0.1, 0.1, 0.1], [-0.2, 0.0, 0.0], [0.0, 0.0, 0.1], [0.0, 0.0, 0.0], [0.0, 0.0, 0.0], [0.0, 0.0, 0.0], [0.0, -0.1, 0.0], [0.0, 0.0, 0.0], [0.1, 0.3, 0.0], [0.1, 0.0, 0.0], [0.2, 0.1, 0.0], [0.2, 0.0, 0.0], [-0.1, 0.1, 0.1], [-0.2, 0.0, 0.1], [0.0, -0.1, 0.0], [-0.1, 0.0, 0.0], [0.0, 0.0, 0.0]], "orbital_gap_ev": [4.564, 4.702], "total_charge": -2}

=====

{"formula": "C5H9N", "method": "ωB97M-V/def2-TZVPD", "elements": ["N", "H", "H", "H", "H", "C", "H", "C", "C", "H", "H", "C", "H", "C", "H"], "coordinates": [[-0.163375, -0.549368, -1.166166], [0.449878, -1.014694, 0.827757], [1.745885, 1.826509, -0.218303], [-1.265103, 1.118276, -0.163656], [1.401637, 0.481096, 1.347183], [-0.195109, 0.958322, -0.038975], [-1.504307, -2.177287, -1.445163], [0.347095, 0.308989, 1.176082], [0.283094, -1.534695, -0.387344], [1.141488, -2.167435, -0.558865], [-0.242043, 0.618546, 2.039844], [-1.142129, -1.536777, -0.649711], [0.332750, 2.969143, -0.625860], [0.667493, 1.988203, -0.293571], [-1.857255, -1.288829, 0.156747]], "atomic_forces_ev_per_a": [[0.0, -0.4, -0.6], [-0.5, 0.8, 0.6], [-0.4, 0.2, 0.1], [0.2, 0.1, 0.4], [0.1, 0.1, 0.0], [0.4, 0.0, -0.4], [-0.5, -0.1, 0.2], [0.0, 0.2, 0.5], [0.1, -0.1, -0.5], [0.1, -0.1, 0.1], [0.2, -0.6, 0.3], [-0.3, -0.2, -0.3], [0.1, -0.2, -0.1], [-0.1, 0.3, -0.1], [0.5, 0.1, -0.3]], "orbital_gap_ev": [8.129, 8.129], "total_charge": 0}

=====

- Which formula does entry 1 have?
  C36H55Br2F5IN3O15P